42
Properties=species:S:1:pos:R:3 method="wB97M-V/def2-TZVPD" gap_ev=8.6631 e_lumo_ev=0.2 smiles=CCNCCNC.O.O.O.O.O.O.O total_energy_ha=-843.43450
C 0.17207 -3.03608 -1.14898
C -0.48922 -1.68171 -1.41781
N 0.03532 -0.77954 -0.41098
C -0.60976 0.54767 -0.45451
C 0.31480 1.63710 0.05561
N 0.09718 1.85837 1.48374
C 0.97235 2.76723 2.19208
H 1.24501 -2.86100 -1.21756
H -0.01000 -3.40754 -0.13361
H -0.08488 -3.87655 -1.79341
H -0.18334 -1.35310 -2.40790
H -1.57953 -1.81448 -1.44906
H 0.01408 -1.20977 0.50329
H -0.90902 0.73237 -1.48265
H -1.42969 0.46922 0.24935
H 0.12793 2.61932 -0.39222
H 1.34343 1.33950 -0.16734
H -0.37648 1.19233 2.06666
H 0.32729 3.24048 2.93811
H 1.35423 3.60553 1.60803
H 1.85488 2.30934 2.65375
H -3.19561 2.37745 -0.72414
H -2.22414 3.13436 0.22344
O -2.99949 3.23071 -0.33667
H 1.20902 0.78883 -3.82440
H 0.79223 2.25277 -4.15331
O 0.68699 1.33629 -4.42205
H -3.32988 -2.23060 1.29488
H -2.51488 -3.13263 0.39888
O -2.41937 -2.40647 1.02640
H 4.23340 0.94582 0.13813
H 2.88064 0.25246 0.41809
O 3.37094 0.75350 -0.24155
H -0.71506 -1.80216 3.16999
H 0.80057 -1.71706 3.18928
O 0.07324 -2.33154 3.33195
H 2.46494 -0.65048 -1.74105
H 2.95425 -1.04135 -3.17528
O 2.19148 -1.00991 -2.59377
H -2.51355 0.28149 1.96805
H -1.71764 -0.99536 2.13246
O -2.21475 -0.33480 2.64609

63
Properties=species:S:1:pos:R:3 method="wB97M-V/def2-TZVPD" gap_ev=4.3225 total_charge=-1 e_lumo_ev=-0.8 total_energy_ha=-3106.05108
C -3.25995 2.02607 0.65054
C -3.20254 1.24205 -0.83083
N -3.60863 2.00732 -1.92188
C -2.73301 -0.33016 -0.92141
Al -0.70585 -0.54885 -0.69807
C 0.37403 -0.46430 -2.44466
C -0.48935 -0.05191 -3.77538
C -0.29923 1.49560 -4.28003
C 1.26252 1.91517 -4.62480
S 1.94834 3.24346 -3.46754
O 0.81608 4.16725 -2.87383
O 2.90811 4.23922 -4.22646
Cl 3.06611 2.40978 -1.89261
H -4.41015 1.98350 0.96558
H -2.94164 3.16750 0.50362
H -2.55592 1.46309 1.38441
H -3.84102 2.96566 -1.52278
H -3.17660 -0.84169 -1.90171
H -3.27477 -0.88628 -0.01726
H -0.12328 0.47137 0.40335
H -0.47833 -2.01194 -0.05647
H 0.77320 -1.57281 -2.63848
H 1.32345 0.18834 -2.24077
H -0.09775 -0.75366 -4.65760
H -1.65231 -0.30455 -3.68531
H -0.84530 2.26960 -3.56346
H -0.88396 1.57948 -5.31787
H 1.27931 2.40624 -5.71268
H 1.95387 0.96061 -4.70660
C 0.76878 4.82965 6.74719
O 0.85230 4.36170 5.41333
P -0.66025 3.76690 4.82049
O -0.20347 2.33911 5.14340
O -0.24864 4.12113 3.26433
C 1.08647 4.40323 2.88662
O -2.17268 3.17209 4.22753
C -3.03677 2.66567 5.22715
H 1.75384 5.18884 7.05588
H 0.05333 5.65227 6.80539
H 0.45888 4.01799 7.41043
H 1.78412 3.65984 3.27732
H 1.36127 5.40655 3.22261
H 1.14387 4.38517 1.79122
H -3.19172 3.42107 6.00295
H -2.62489 1.75552 5.66967
H -4.00006 2.42651 4.76789
C 2.37785 -7.08977 0.71206
O 2.81550 -6.18310 -0.28370
P 1.53382 -5.66937 -1.32604
O 1.97983 -6.71313 -2.35712
O 2.29538 -4.24292 -1.64508
C 3.66346 -4.03837 -1.34292
O 0.25230 -5.15557 -2.36841
C -0.80056 -6.09051 -2.50892
H 3.23332 -7.37129 1.33139
H 1.62311 -6.61207 1.33986
H 1.96203 -7.98660 0.24570
H 4.28548 -4.86041 -1.70254
H 3.78733 -3.90160 -0.26541
H 3.99052 -3.11734 -1.84117
H -1.18639 -6.36760 -1.52361
H -0.45794 -6.98204 -3.03960
H -1.60485 -5.62671 -3.08691

26
Properties=species:S:1:pos:R:3 method="wB97M-V/def2-TZVPD" gap_ev=9.3644 e_lumo_ev=0.9 smiles=NCCCCNCN.O total_energy_ha=-440.16683
C -0.19270 -0.42233 -2.06367
C -1.29917 0.44900 -1.47886
C -1.50754 0.28586 0.05077
C -0.18362 0.23001 0.91645
N 0.39416 1.56646 0.82989
C 1.49746 1.83321 1.72928
N 2.70636 1.08485 1.35717
N -0.57191 -1.83035 -2.02214
H 0.68262 -0.36052 -1.42494
H 0.06299 -0.06834 -3.06636
H -2.27316 0.41290 -1.93316
H -0.99868 1.52194 -1.53492
H -1.88607 1.24260 0.47676
H -2.19360 -0.53653 0.21950
H -0.31767 -0.01286 1.97836
H 0.42893 -0.54469 0.42689
H 0.60602 1.93534 -0.08412
H 1.71847 2.91550 1.52026
H 1.15320 1.55776 2.73489
H 3.46046 1.55154 0.89130
H 2.97290 0.28063 1.89543
H -1.09870 -2.15188 -2.82319
H -1.06383 -2.11349 -1.18923
H -0.22494 -2.38125 0.65804
H -0.83546 -3.69165 0.91542
O -1.03650 -2.75371 1.02019

70
Properties=species:S:1:pos:R:3 method="wB97M-V/def2-TZVPD" gap_ev=7.8109 total_charge=-1 e_lumo_ev=2.4 total_energy_ha=-2051.36816
C -8.71474 0.73738 3.89973
C -7.52798 0.28666 3.04767
C -6.48113 -0.50514 3.84975
C -5.04901 -0.34178 3.32774
S -3.87167 0.16835 4.60011
O -3.22384 -1.04050 5.06283
O -4.61718 0.91436 5.59560
N -2.93824 1.13187 3.73191
S -1.37038 1.22055 3.99264
O -0.60833 0.22223 3.24856
O -0.99367 1.37012 5.40121
B -0.90661 2.88095 3.23516
N -1.81155 3.75155 2.50352
O 0.39771 3.20702 3.46477
H -9.41166 -0.08863 4.06309
H -9.27493 1.53758 3.41235
H -8.37421 1.08536 4.87585
H -7.89622 -0.34401 2.23290
H -7.04653 1.15373 2.58922
H -6.52927 -0.19605 4.89458
H -6.75240 -1.56361 3.82058
H -4.99178 0.37816 2.51400
H -4.64428 -1.28542 2.96471
H -2.61141 3.99099 3.07866
H -2.17816 3.31763 1.66446
H 0.63161 2.90488 4.35822
C 3.85675 0.41136 -1.58955
C 4.54918 1.25367 -0.52912
N 3.78540 2.42877 -0.15810
C 4.54640 3.39722 0.60856
C 5.05890 2.98397 1.99353
C 2.42606 2.17029 0.30980
C 2.23883 1.22551 1.49746
H 3.58489 1.02380 -2.45108
H 4.52697 -0.38059 -1.93004
H 2.95421 -0.06539 -1.20530
H 5.50857 1.60155 -0.92549
H 4.78788 0.60677 0.33074
H 3.93378 4.29698 0.71101
H 5.40759 3.68905 -0.00366
H 4.25304 2.91876 2.72234
H 5.77166 3.72824 2.35667
H 5.57312 2.02216 1.96434
H 1.85207 1.77915 -0.53491
H 1.97129 3.13680 0.54080
H 2.80713 0.29977 1.38039
H 1.18903 0.94644 1.59583
H 2.52362 1.68708 2.44033
C -0.17695 -4.38443 -5.91180
C 0.66486 -3.12190 -5.80067
N 0.87681 -2.70289 -4.42869
C 1.39156 -1.35051 -4.30360
C 2.78146 -1.05201 -4.87666
C 1.47108 -3.69655 -3.54969
C 2.82883 -4.28754 -3.94956
H -1.10805 -4.27383 -5.35449
H -0.42185 -4.57584 -6.95769
H 0.34785 -5.26232 -5.53299
H 0.14332 -2.30533 -6.30804
H 1.60606 -3.27512 -6.35482
H 1.37503 -1.08132 -3.24449
H 0.67050 -0.68435 -4.78817
H 3.57558 -1.49099 -4.27414
H 2.94526 0.02732 -4.88763
H 2.88551 -1.40898 -5.90267
H 0.76035 -4.51972 -3.44183
H 1.54595 -3.25093 -2.55523
H 2.84232 -4.60096 -4.99511
H 3.03569 -5.17025 -3.34112
H 3.64834 -3.58712 -3.79526

9
Properties=species:S:1:pos:R:3 method="wB97M-V/def2-TZVPD" gap_ev="6.5338 / 6.7811" s2=2.01 e_lumo_ev="-0.9 / -3.2" multiplicity=3 total_energy_ha=-1791.17519
Si -0.57828 -0.66097 0.34514
Si 1.63988 0.61284 -0.40201
Si -2.93784 -0.92412 0.73034
Cl 1.69991 2.60566 0.28030
Cl -4.01062 0.27107 -0.72476
H -0.37619 -0.96106 1.76821
H -0.12657 -1.87847 -0.42033
H 1.97047 0.90169 -1.76832
H 2.71924 0.03336 0.19143